{
  "formula": "Ag2I6NO3",
  "method": "ωB97M-V with the def2-TZVPD basis set",
  "elements": ["Ag", "Ag", "I", "I", "I", "I", "I", "I", "N", "O", "O", "O"],
  "xyz": [[1.8899, 0.1738, -2.9948], [1.9431, 0.1721, 0.8660], [-6.0993, -1.0039, -1.0971], [-3.8229, 0.3829, -0.5668], [3.7255, -1.8462, -2.3015], [4.2454, -1.1764, 0.7172], [2.2353, 1.6723, -5.0196], [-1.8552, 0.9867, 4.9861], [-0.5933, 0.1333, 1.4048], [-0.3480, -0.3795, 0.2346], [-1.2289, -0.4542, 2.2258], [-0.0916, 1.3391, 1.5453]],
  "lowdin_spin": [0.01, 0.01, 0.47, 0.50, 0.50, 0.47, 0.01, 0.00, 0.01, 0.01, 0.00, 0.01],
  "gap_ha": [0.1131, 0.0913],
  "total_energy_ha": -2360.564383,
  "charge": -3,
  "homo_energy_ev": [1.996, 1.029],
  "s_squared": 2.009,
  "e_lumo_ev": [5.07, 3.51],
  "spin_multiplicity": 3
}